Record 1
9
Properties=species:S:1:pos:R:3 method="wB97M-V/def2-TZVPD" de_lowest_kcal_mol=54.6 gap_ev=9.116 total_charge=0
O -1.770 1.262 0.602
C -1.147 0.475 -0.064
C -0.488 -0.813 0.369
N 0.768 -1.043 0.286
C 1.470 0.136 -0.091
O 0.938 1.215 -0.238
H -1.175 -1.633 0.589
H -1.124 0.456 -1.176
H 2.544 0.006 -0.262

Record 2
9
Properties=species:S:1:pos:R:3 method="wB97M-V/def2-TZVPD" de_lowest_kcal_mol=138.2 smiles="C=C=CON=O" gap_ev=9.803 total_charge=0
C 0.391 -1.418 -0.915
C 0.107 -0.403 -0.108
C -0.130 0.824 0.330
N 1.295 0.029 -2.488
O 1.953 0.052 -3.458
O 1.162 -1.224 -2.028
H 0.224 -2.500 -0.579
H 0.419 1.413 1.064
H -1.055 1.179 0.164

Record 3
9
Properties=species:S:1:pos:R:3 method="wB97M-V/def2-TZVPD" de_lowest_kcal_mol=63.0 smiles="O=C1CC=NO1" gap_ev=10.788 total_charge=0
C 1.031 0.507 -0.300
C 0.081 -0.663 -0.315
C -1.035 -0.100 0.435
H 0.045 -0.932 -1.332
H 0.493 -1.582 0.164
H -1.975 -0.707 0.550
N -0.959 1.050 0.928
O 2.088 0.879 -0.678
O 0.230 1.548 0.549

Record 4
9
Properties=species:S:1:pos:R:3 method="wB97M-V/def2-TZVPD" de_lowest_kcal_mol=27.3 smiles=Oc1cocn1 gap_ev=9.899 total_charge=0
O -0.294 -2.015 -0.062
C -0.075 -0.685 -0.039
C 1.047 -0.047 0.362
O 0.822 1.296 0.186
C -0.424 1.371 -0.294
N -1.016 0.232 -0.457
H -1.244 -2.157 0.034
H 1.996 -0.355 0.765
H -0.813 2.359 -0.495